[1]
The molecule C6H10N2 in a non-equilibrium geometry. Source: OMol25; level of theory: ωB97M-V/def2-TZVPD.

Values from the calculation:
* ΔE to the lowest compared entry with this formula, charge and spin: 5.5866 eV
* SMILES string: C1=N[C@@H]2CCC[C@H]2N1
* DFT total energy: -343.9314 hartree
* net charge: 0
* HOMO-LUMO gap: 10.6964 eV

The geometry in XYZ format:
```
18
C6H10N2 | OMol25 | ωB97M-V/def2-TZVPD
C -2.17153 -0.03636 -0.05887
C -1.23417 1.35847 0.05356
C 0.20896 0.56966 -0.05818
C 2.17124 -0.18594 -0.06440
C 0.02511 -0.66217 0.42797
C -1.31166 -1.27665 -0.14892
H -2.76848 0.03959 0.79885
H -3.05319 -0.01655 -0.89485
H -1.49884 2.02227 -0.91120
H -1.13289 2.06631 1.02877
H 0.00141 0.20915 -1.14366
H 1.43939 1.49746 0.97708
H 3.28133 -0.37894 -0.55014
H 0.06011 -0.71678 1.59431
H -1.50215 -2.18351 0.61323
H -1.13838 -1.44957 -1.28769
N 1.47414 1.19713 -0.13460
N 1.40928 -1.15307 -0.02707
```

=====

[2]
The molecule C37H60BNO10P2Si in a non-equilibrium geometry. Source: OMol25; level of theory: ωB97M-V/def2-TZVPD.

Values from the calculation:
* DFT total energy: -3249.6973 hartree
* net charge: 0
* HOMO-LUMO gap: 8.0911 eV

The geometry in XYZ format:
```
112
C37H60BNO10P2Si | OMol25 | ωB97M-V/def2-TZVPD
C 1.70766 2.65188 -0.72078
P 0.73692 1.38780 -1.74306
O 0.84334 2.00926 -3.36736
C -1.16114 1.41472 -1.28254
P -1.22608 2.88252 -0.07651
N -2.63941 3.93588 -0.42922
O -1.53541 2.35933 1.55539
O -1.71669 1.91771 -2.56048
C -2.89093 1.16403 -2.86905
O -3.97526 1.60951 -3.33044
C -2.52948 -0.36346 -2.41750
C -1.55841 -0.87419 -3.58923
B -1.90460 -0.31028 -5.07896
O -1.09507 0.76724 -5.59817
O -2.98568 -0.81627 -5.89021
C -3.85352 -1.25621 -2.45957
C -3.63824 -2.81450 -2.18114
O -3.57904 -3.36446 -1.05004
C -3.53868 -3.82093 -3.44617
C -2.22295 -4.64334 -3.70559
C -2.04211 -5.59371 -4.93006
C -3.18903 -5.76631 -5.97371
C -4.51269 -4.97432 -5.67503
C -4.69215 -4.03173 -4.45734
C -1.88393 0.02590 -0.96596
C -0.81904 -1.12812 -0.60825
C 0.02328 -0.84461 0.76278
O -0.31750 -1.97096 1.65572
C 0.36988 -3.17119 1.24078
C 1.44627 -3.69233 2.33942
O 2.68286 -4.03673 1.65564
C 3.48478 -2.85472 1.50562
C 3.70112 -2.09275 0.17562
C 4.55372 -0.77412 0.06553
C 5.22454 -0.18050 1.35407
C 6.05678 1.20311 1.21997
C 7.33993 0.82888 0.27726
C 5.24950 2.33940 0.39906
C 6.67383 1.70908 2.61302
C 5.69375 2.60365 3.51940
C 6.28452 2.50775 5.04530
C 5.74986 4.19561 3.15903
C 4.17733 2.08554 3.60588
C 5.03713 -0.97157 2.67237
C 4.20049 -2.26427 2.77425
C -2.94892 -0.10636 0.21998
C -4.18947 0.91150 0.17234
O -4.38081 1.46779 1.52797
Si -5.89774 0.97848 2.20507
C -7.35842 1.62110 1.11235
C -5.83998 -0.96299 2.28743
C -6.21366 1.67941 3.96909
H 1.62156 2.44601 0.39779
H 2.81881 2.53241 -1.02228
H 1.42967 3.72983 -1.01179
H 0.69047 2.98926 -3.30326
H -2.83648 4.49611 0.41365
H -2.39450 4.58428 -1.19067
H -1.20139 3.12380 2.09239
H -0.45776 -0.57057 -3.38962
H -1.51374 -2.02872 -3.69223
H -1.35995 1.59698 -5.14173
H -2.65165 -0.71801 -6.81965
H -4.70258 -0.90765 -1.77950
H -4.27235 -1.17927 -3.53730
H -1.31415 -4.55822 -3.00430
H -1.05547 -6.17202 -5.06709
H -3.07845 -6.43442 -6.90127
H -5.40745 -5.05255 -6.39492
H -5.66631 -3.45476 -4.24979
H -0.02112 -1.31399 -1.40390
H -1.42550 -2.11094 -0.53917
H 1.15303 -0.89275 0.60992
H -0.32984 0.09035 1.31196
H 0.93341 -3.06715 0.24588
H -0.36126 -4.05726 1.08795
H 1.06253 -4.58262 2.94592
H 1.57240 -2.81887 3.08197
H 3.21430 -2.51129 -0.77781
H 4.65041 -0.24133 -0.93328
H 8.18572 0.37603 0.89536
H 7.73534 1.78596 -0.23585
H 7.03085 0.11692 -0.56006
H 4.11877 2.31111 0.56904
H 5.70224 3.38058 0.54742
H 5.40109 2.09377 -0.72277
H 7.61099 2.36027 2.41152
H 7.05853 0.76722 3.16002
H 6.88782 1.53805 5.17574
H 5.45148 2.58894 5.82454
H 7.04287 3.37017 5.14800
H 5.77232 4.84994 4.10663
H 4.80038 4.47050 2.55682
H 6.68086 4.36892 2.49619
H 3.50297 2.88147 4.08598
H 3.72832 1.75467 2.60975
H 4.16449 1.18604 4.32321
H 5.50036 -0.58316 3.65017
H 4.02712 -2.85151 3.74805
H -3.40137 -1.17273 0.22388
H -2.49655 0.01175 1.27826
H -4.06155 1.81566 -0.50976
H -5.16576 0.36510 -0.10437
H -7.16470 1.29633 0.03279
H -7.45869 2.76832 1.17718
H -8.35839 1.19919 1.51590
H -6.70462 -1.40377 2.88395
H -5.82045 -1.32023 1.19004
H -4.80244 -1.20103 2.73878
H -6.68104 0.82060 4.59054
H -5.27534 2.04198 4.50787
H -7.00972 2.52017 3.97334
```

=====

Which of these has the lowest DFT total energy?
C37H60BNO10P2Si

=====

DFT total energy of number 1 (C6H10N2)?
-343.9314 hartree

=====

Among the records above, which one has the highest HOMO-LUMO gap?
C6H10N2

=====

Which value of HOMO-LUMO gap does entry 2 give?
8.0911 eV